C41H47N8O2RhS3 as an isolated structure in a non-equilibrium geometry, computed with ωB97M-V/def2-TZVPD.

## Properties
Lowest unoccupied orbital energy   -0.2575 Eh
HOMO energy   -12.5 eV
Orbital gap   5.542 eV

```
! wB97M-V def2-TZVPD RIJCOSX def2/J DEFGRID3
* xyz 2 1
Rh -1.68 -1.64 0.44
C -1.91 -1.86 3.45
N -1.01 -1.78 2.28
C 0.24 -1.43 2.41
C 0.91 -0.93 1.29
C 2.17 -0.40 1.02
C 2.12 0.08 -0.28
C 0.82 -0.16 -0.76
N 0.10 -0.79 0.17
C -2.99 -0.80 3.40
C -4.32 -1.13 3.19
C -5.29 -0.14 3.13
C -4.94 1.19 3.29
C -3.61 1.53 3.54
C -2.65 0.54 3.60
H -1.28 -1.72 4.33
H -2.36 -2.84 3.52
H 0.70 -1.44 3.40
H 3.01 -0.34 1.71
H 2.90 0.58 -0.83
H 0.41 0.08 -1.73
H -4.61 -2.17 3.10
H -6.33 -0.42 2.98
H -5.70 1.96 3.25
H -3.35 2.56 3.70
H -1.62 0.79 3.82
C -2.18 1.51 -1.66
C -3.34 0.63 -1.36
N -3.28 -0.49 -0.67
C -4.52 -1.10 -0.58
C -5.52 -0.43 -1.20
S -4.90 0.99 -1.91
C -4.60 -2.33 0.19
C -5.68 -3.09 0.45
S -5.23 -4.44 1.39
C -3.61 -3.93 1.40
N -3.42 -2.79 0.76
C -2.59 -4.82 2.03
H -1.44 0.97 -2.25
H -1.68 1.82 -0.74
H -2.49 2.39 -2.21
H -6.56 -0.70 -1.27
H -6.70 -2.94 0.13
H -3.02 -5.34 2.88
H -1.71 -4.28 2.36
H -2.27 -5.57 1.31
C 4.01 5.07 -0.84
C 3.49 5.35 0.56
N 2.45 6.37 0.59
C 2.83 7.75 0.29
C 2.29 8.23 -1.05
C 1.18 6.16 1.02
O 0.38 7.06 1.20
C 0.72 4.74 1.26
C 0.16 4.42 2.49
C -0.43 3.17 2.65
C -0.47 2.31 1.56
N 0.06 2.61 0.38
C 0.64 3.80 0.25
H 4.85 4.37 -0.79
H 4.37 5.98 -1.32
H 3.24 4.64 -1.47
H 4.32 5.69 1.20
H 3.11 4.44 1.02
H 3.92 7.79 0.31
H 2.46 8.39 1.09
H 2.65 7.62 -1.87
H 2.60 9.26 -1.22
H 1.20 8.21 -1.04
H 0.18 5.14 3.30
H -0.85 2.89 3.61
H -0.95 1.33 1.65
H 1.06 4.03 -0.73
C -0.58 -5.82 -4.07
C -0.60 -4.43 -4.71
C 0.30 -3.43 -3.99
N -0.23 -3.20 -2.64
C 0.35 -3.26 -1.48
S -0.64 -3.61 -0.04
N 1.68 -3.24 -1.30
C 2.64 -2.51 -2.10
O 2.27 -1.81 -2.99
C 4.04 -2.67 -1.66
C 4.97 -1.74 -2.12
C 6.30 -1.84 -1.75
C 6.71 -2.88 -0.93
C 5.79 -3.83 -0.48
C 4.46 -3.72 -0.84
H -1.28 -6.48 -4.58
H -0.87 -5.79 -3.02
H 0.41 -6.26 -4.14
H -1.62 -4.03 -4.75
H -0.25 -4.48 -5.74
H 0.36 -2.48 -4.52
H 1.31 -3.82 -3.90
H -1.24 -3.24 -2.58
H 1.97 -3.43 -0.35
H 4.63 -0.94 -2.77
H 7.01 -1.12 -2.10
H 7.75 -2.97 -0.64
H 6.12 -4.65 0.15
H 3.77 -4.49 -0.51
*
```

=====

C41H48BFeN9O4S3 as an isolated structure in a non-equilibrium geometry, computed with ωB97M-V/def2-TZVPD.

## Properties
Lowest unoccupied orbital energy (alpha / beta)   -0.1719 / -0.1854 Eh
HOMO energy (alpha / beta)   -9.3 / -9.3 eV
Orbital gap (alpha / beta)   4.607 / 4.212 eV

```
! wB97M-V def2-TZVPD RIJCOSX def2/J DEFGRID3
* xyz 1 6
Fe 0.03 2.31 0.24
C -0.32 0.33 5.07
C -0.05 -0.51 3.86
C 0.53 -1.74 3.93
C 0.85 -2.47 2.75
N 0.50 -2.01 1.59
N -0.11 -0.82 1.53
B -0.42 -0.61 0.06
N -1.81 -0.97 -0.39
N -2.03 -2.30 -0.39
C -3.23 -2.70 -0.71
C -4.25 -1.76 -1.05
C -4.01 -0.43 -1.06
C -5.05 0.59 -1.39
C -2.69 -0.01 -0.71
S -2.25 1.62 -0.68
C -3.48 -4.21 -0.72
C -2.73 -4.81 -1.91
C -4.97 -4.53 -0.86
C -2.96 -4.82 0.58
N 0.69 -0.61 -0.93
N 0.37 -1.32 -2.05
C 1.26 -1.39 -2.99
C 2.51 -0.72 -2.87
C 2.82 0.01 -1.78
C 4.08 0.80 -1.68
C 1.85 0.07 -0.74
S 2.07 1.03 0.65
C 0.90 -2.27 -4.19
C 0.99 -3.73 -3.71
C 1.89 -2.07 -5.34
C -0.52 -1.94 -4.66
C -0.34 0.00 2.56
S -0.87 1.61 2.33
C 1.60 -3.80 2.76
C 0.65 -4.89 2.24
C 2.80 -3.69 1.81
C 2.09 -4.16 4.16
H -0.19 -0.26 5.98
H -1.32 0.75 5.05
H 0.38 1.16 5.10
H 0.79 -2.14 4.90
H -5.24 -2.12 -1.28
H -6.01 0.11 -1.57
H -4.76 1.16 -2.27
H -5.16 1.31 -0.57
H -3.09 -4.40 -2.86
H -2.87 -5.89 -1.93
H -1.67 -4.60 -1.83
H -5.38 -4.20 -1.82
H -5.57 -4.09 -0.06
H -5.10 -5.61 -0.81
H -1.91 -4.58 0.72
H -3.06 -5.91 0.54
H -3.52 -4.46 1.44
H 3.22 -0.76 -3.69
H 4.81 0.46 -2.41
H 4.52 0.74 -0.68
H 3.85 1.85 -1.86
H 2.02 -3.99 -3.44
H 0.68 -4.40 -4.51
H 0.36 -3.89 -2.85
H 2.89 -2.41 -5.10
H 1.94 -1.02 -5.66
H 1.55 -2.65 -6.20
H -1.23 -2.01 -3.84
H -0.81 -2.66 -5.43
H -0.57 -0.94 -5.08
H 0.30 -4.64 1.24
H -0.22 -5.00 2.90
H 1.17 -5.84 2.21
H 2.47 -3.43 0.80
H 3.33 -4.64 1.77
H 3.50 -2.92 2.15
H 1.26 -4.37 4.84
H 2.71 -3.37 4.59
H 2.70 -5.06 4.10
O -1.08 8.73 -2.32
C -0.48 8.25 -1.35
O 0.37 8.70 -0.56
C -0.76 6.81 -1.07
C -1.34 6.39 0.14
C -1.41 5.05 0.44
N -0.90 4.11 -0.37
C -0.37 4.50 -1.55
C -0.33 5.81 -1.95
C 0.31 3.42 -2.33
O 0.65 3.51 -3.48
O 0.57 2.35 -1.58
H -1.70 7.12 0.85
H -1.84 4.70 1.37
H 0.10 6.06 -2.91
N 3.16 5.26 0.78
C 2.28 4.45 0.15
N 1.37 3.96 0.97
C 1.69 4.47 2.23
C 1.07 4.33 3.47
C 1.62 4.99 4.55
C 2.76 5.79 4.42
C 3.38 5.96 3.20
C 2.81 5.29 2.12
H 3.88 5.79 0.33
H 2.32 4.27 -0.91
H 0.17 3.74 3.58
H 1.15 4.91 5.52
H 3.16 6.29 5.29
H 4.25 6.59 3.09
*
```

=====

C41H48N4O6P2ReSTe as an isolated structure in a non-equilibrium geometry, computed with ωB97M-V/def2-TZVPD.

## Properties
Lowest unoccupied orbital energy (alpha / beta)   -0.1689 / -0.2320 Eh
HOMO energy (alpha / beta)   -11.3 / -11.3 eV
Orbital gap (alpha / beta)   6.710 / 4.990 eV

```
! wB97M-V def2-TZVPD RIJCOSX def2/J DEFGRID3
* xyz 2 4
Re 0.11 -0.37 0.09
N -2.06 -0.64 -0.14
C -2.53 -1.40 1.05
C -3.78 -2.22 0.75
C -5.05 -1.38 0.59
C -5.23 -0.69 -0.76
N -6.48 0.06 -0.76
C -6.86 0.89 -1.73
N -6.15 0.98 -2.83
N -7.96 1.63 -1.58
C -1.30 -2.25 1.48
O -1.66 -3.53 2.01
O -0.43 -2.28 0.40
H -2.53 0.28 -0.21
H -2.22 -1.19 -0.98
H -2.74 -0.67 1.82
H -3.94 -2.90 1.59
H -3.61 -2.87 -0.11
H -5.09 -0.62 1.38
H -5.91 -2.03 0.74
H -5.25 -1.43 -1.56
H -4.41 0.02 -0.95
H -7.06 0.00 0.07
H -5.34 0.41 -2.99
H -6.34 1.67 -3.55
H -8.52 1.59 -0.74
H -8.32 2.18 -2.35
O 1.31 3.77 -0.19
S -1.26 2.11 0.74
O -2.65 1.99 0.26
O -1.03 0.97 1.74
O -0.41 1.42 -0.54
C 4.25 -0.68 0.64
C 3.42 -1.28 1.77
P 1.76 -1.80 1.20
C 0.87 -2.31 2.69
C 1.39 -3.19 3.54
C 0.56 -3.96 4.48
C -0.76 -3.98 4.33
C -1.42 -3.04 3.37
C -0.58 -1.90 2.81
C 2.14 -3.20 0.12
C 2.22 -2.97 -1.25
C 2.56 -4.00 -2.12
C 2.81 -5.27 -1.62
C 2.71 -5.51 -0.26
C 2.38 -4.48 0.61
C 3.83 0.76 0.36
P 2.13 1.09 -0.24
C 2.26 1.25 -2.04
C 3.09 0.34 -2.71
C 3.18 0.38 -4.09
C 2.46 1.33 -4.81
C 1.65 2.24 -4.14
C 1.54 2.19 -2.76
C 1.95 2.74 0.53
C 2.72 3.91 -0.03
C 3.19 4.93 0.92
C 2.80 4.90 2.20
C 2.04 3.79 2.74
C 1.71 2.72 1.99
H 4.17 -1.31 -0.26
H 5.31 -0.69 0.91
H 3.32 -0.59 2.60
H 3.90 -2.19 2.16
H 2.44 -3.46 3.49
H 1.05 -4.59 5.20
H -1.38 -4.63 4.93
H -2.36 -2.68 3.80
H -0.71 -0.90 3.21
H 2.00 -1.99 -1.66
H 2.62 -3.81 -3.18
H 3.07 -6.08 -2.29
H 2.89 -6.50 0.14
H 2.29 -4.70 1.67
H 4.49 1.25 -0.35
H 3.90 1.32 1.30
H 3.67 -0.39 -2.17
H 3.83 -0.31 -4.61
H 2.55 1.37 -5.89
H 1.10 2.99 -4.69
H 0.92 2.91 -2.24
H 3.27 3.78 -0.96
H 3.88 5.68 0.56
H 3.12 5.68 2.88
H 1.81 3.79 3.79
H 1.26 1.85 2.44
C -3.82 4.42 -2.77
Te -1.88 3.79 -2.10
C -2.30 1.98 -3.17
C -3.48 2.28 -4.06
C -3.86 1.39 -5.06
C -4.97 1.65 -5.86
C -5.71 2.81 -5.66
C -5.33 3.71 -4.67
C -4.22 3.45 -3.86
H -3.77 5.45 -3.12
H -4.51 4.37 -1.93
H -2.54 1.22 -2.42
H -1.42 1.66 -3.71
H -3.27 0.50 -5.24
H -5.25 0.96 -6.65
H -6.55 3.03 -6.30
H -5.88 4.63 -4.53
*
```

=====

C41H48N5OSTi as an isolated structure, computed with ωB97M-V/def2-TZVPD.

## Properties
Lowest unoccupied orbital energy (alpha / beta)   -0.0321 / -0.0320 Eh
HOMO energy (alpha / beta)   -6.6 / -6.6 eV
Orbital gap (alpha / beta)   5.732 / 5.723 eV

```
! wB97M-V def2-TZVPD RIJCOSX def2/J DEFGRID3
* xyz 0 2
Ti 0.01 0.14 -0.01
C 0.45 -5.97 -0.35
C -0.13 -5.43 0.96
C -0.68 -4.04 0.82
C -1.96 -3.66 0.59
C -3.16 -4.53 0.39
C -3.46 -4.76 -1.10
C -1.94 -2.22 0.47
C -3.06 -1.46 0.17
C -3.09 -0.08 0.00
C -4.29 0.70 -0.18
C -5.68 0.15 -0.29
C -6.30 -0.15 1.08
C -3.90 2.01 -0.16
C -2.48 2.01 0.03
C -1.70 3.15 0.17
C -0.34 3.19 0.43
N 0.46 2.09 0.61
C 1.73 2.57 0.74
C 2.87 1.79 0.90
C 2.92 0.41 0.92
N 1.86 -0.42 0.72
C 2.31 -1.68 0.94
C 1.49 -2.81 0.97
C 0.12 -2.83 0.83
N -0.68 -1.73 0.63
C 3.72 -1.67 1.23
C 4.11 -0.37 1.22
C 5.47 0.20 1.46
C 6.22 0.50 0.16
C 4.56 -2.89 1.46
C 4.99 -3.56 0.15
C 1.73 4.02 0.68
C 0.44 4.40 0.50
C -0.08 5.79 0.30
C -0.24 6.15 -1.18
C 2.94 4.89 0.81
C 3.32 5.15 2.28
N -2.00 0.73 0.08
C -4.76 3.22 -0.32
C -4.74 3.76 -1.76
H 0.87 -6.97 -0.22
H 1.24 -5.31 -0.72
H -0.32 -6.02 -1.12
H 0.63 -5.45 1.74
H -0.93 -6.09 1.30
H -4.03 -4.08 0.87
H -3.00 -5.49 0.88
H -3.63 -3.81 -1.62
H -4.35 -5.38 -1.23
H -2.62 -5.25 -1.59
H -4.00 -1.99 0.07
H -5.66 -0.77 -0.89
H -6.30 0.86 -0.83
H -5.70 -0.87 1.63
H -7.31 -0.54 0.97
H -6.35 0.76 1.68
H -2.21 4.11 0.09
H 3.80 2.33 1.03
H 1.97 -3.77 1.13
H 6.05 -0.50 2.06
H 5.38 1.11 2.06
H 6.37 -0.41 -0.42
H 7.20 0.94 0.36
H 5.65 1.20 -0.46
H 4.01 -3.61 2.07
H 5.45 -2.62 2.03
H 4.11 -3.84 -0.45
H 5.57 -4.46 0.34
H 5.59 -2.88 -0.45
H 0.59 6.51 0.78
H -1.05 5.90 0.80
H 0.71 6.00 -1.71
H -0.54 7.19 -1.32
H -0.99 5.51 -1.66
H 2.75 5.85 0.32
H 3.79 4.44 0.29
H 2.51 5.67 2.80
H 4.22 5.76 2.35
H 3.50 4.21 2.81
H -4.44 4.00 0.37
H -5.79 2.97 -0.04
H -3.72 4.03 -2.05
H -5.38 4.64 -1.86
H -5.09 3.00 -2.46
O 0.61 0.65 -1.73
N -0.41 0.85 -2.60
C -0.66 2.13 -2.96
C -1.66 2.43 -3.83
C -2.42 1.36 -4.35
C -2.14 0.07 -3.99
C -1.09 -0.25 -3.08
S -0.66 -1.79 -2.58
H -0.01 2.86 -2.50
H -1.85 3.45 -4.10
H -3.23 1.56 -5.04
H -2.70 -0.76 -4.39
*
```

=====

no.,E_tot (eV)
1,-94798.6208
2,-132463.3898
3,-100362.1089
4,-86748.9717